Record 1
The following is a quantum chemistry calculation of a structure of composition C22H33CaO17, from the Open Molecules 2025 dataset.

```
73
Properties=species:S:1:pos:R:3:forces:R:3
Ca 0.2187 2.1188 6.3852 -0.013 -0.236 -0.606
C -0.3040 -0.0389 -0.3598 0.317 -0.117 -1.264
C -0.0832 0.1105 1.1220 -0.633 0.493 -0.875
O 1.0178 0.5377 1.5428 0.396 -0.001 0.675
O -1.0496 -0.0225 1.8992 0.115 -0.168 0.547
H 0.5408 0.1875 -1.0103 0.519 0.355 0.552
H -1.0726 0.6601 -0.6894 -0.256 -0.091 0.281
H -0.5581 -1.0264 -0.7449 -0.456 -0.210 0.726
C 3.0862 -6.7770 4.5917 0.525 0.256 1.196
C 1.8227 -7.3382 5.2380 -0.459 2.322 -0.717
C 0.4987 -6.6493 4.8136 1.113 0.719 -0.461
O -0.2524 -7.6966 4.2494 -1.373 0.933 0.134
C 0.4538 -8.8009 4.2237 -0.306 -3.546 -1.057
O 0.0785 -9.8779 3.8087 0.400 1.912 0.588
O 1.6872 -8.5999 4.6943 0.225 -1.562 0.566
H 3.2724 -5.7116 4.7267 -0.456 0.160 0.102
H 3.1680 -7.0007 3.5280 -0.235 -0.186 0.152
H 3.8947 -7.2467 5.1520 0.341 -0.174 -0.454
H 1.7927 -7.2877 6.3264 0.748 -0.669 0.122
H 0.7279 -5.9165 4.0399 -0.294 0.129 -0.110
H -0.0092 -6.1481 5.6376 -0.225 -0.314 -0.072
C -5.0034 -9.3184 -3.4214 0.781 0.117 1.222
C -4.7854 -7.8527 -2.9662 -0.071 -0.710 -2.194
C -4.9322 -6.8739 -4.1420 0.981 0.376 0.311
O -5.9378 -5.9916 -3.7074 -0.565 0.775 -1.597
C -6.4679 -6.3586 -2.5691 0.378 -0.674 1.651
O -7.3051 -5.7645 -1.9721 -0.107 -0.339 -0.053
O -5.8157 -7.4931 -2.1058 -1.341 0.989 0.786
H -4.6390 -9.9230 -2.5908 0.022 -0.396 -0.176
H -4.4738 -9.6095 -4.3285 0.177 0.270 0.071
H -6.0535 -9.5850 -3.5409 -0.076 0.505 -0.057
H -3.8235 -7.5886 -2.5268 0.042 -0.850 0.416
H -5.1356 -7.3407 -5.1057 -0.345 0.146 0.095
H -4.0395 -6.2509 -4.1987 0.128 -0.204 -0.469
C -7.4502 4.8771 -0.6242 0.512 -0.412 -0.067
C -6.3866 3.9975 -1.2779 -1.338 0.607 0.777
C -6.8722 2.7493 -2.0276 0.100 -0.049 2.001
O -6.4041 2.9444 -3.3122 -0.688 -1.549 -0.725
C -5.9548 4.1673 -3.4338 2.434 0.777 -6.566
O -5.5768 4.5869 -4.5379 -1.050 -0.505 2.912
O -5.8416 4.7765 -2.3186 0.805 1.790 1.948
H -8.1942 5.1106 -1.3858 -0.335 -0.237 0.253
H -7.0324 5.8391 -0.3274 0.196 -0.140 0.147
H -7.8372 4.3629 0.2555 -0.407 0.160 -0.115
H -5.6341 3.6442 -0.5728 0.339 0.678 -0.007
H -7.9524 2.6028 -2.0259 0.089 -0.162 0.125
H -6.2958 1.9941 -1.4935 -0.658 -0.965 -0.684
C 0.7585 7.4298 -1.8951 -0.490 -0.396 0.392
C 1.1989 7.6994 -3.3308 -0.794 -0.064 0.345
C 0.5940 8.9568 -3.9012 -1.292 1.134 0.003
O 1.6849 9.6591 -4.4310 -1.201 1.164 -1.139
C 2.7999 9.0711 -4.1299 3.201 1.067 0.356
O 3.8851 9.5442 -4.3665 -0.934 -0.949 0.111
O 2.5810 7.9618 -3.4211 0.743 -0.851 0.411
H 1.2987 6.6343 -1.3819 0.106 -0.171 -0.413
H -0.3021 7.1817 -1.8564 -0.098 -0.403 -0.415
H 0.7683 8.2634 -1.1929 0.627 0.574 -0.503
H 0.9533 6.9202 -4.0523 0.115 -0.625 0.531
H 0.1344 9.6074 -3.1571 -0.046 -0.107 0.250
H -0.1399 8.8362 -4.6980 0.048 -0.378 0.058
C 8.4099 3.2333 1.7482 0.398 -0.536 0.692
C 9.1386 3.0912 3.1235 -2.673 -0.111 -0.884
C 8.9080 1.6965 3.7523 0.013 -0.036 0.722
O 10.2701 1.2481 4.0849 -1.461 0.624 -0.486
C 11.1382 2.1818 3.6112 1.370 -0.135 0.187
O 12.3305 2.1322 3.7052 -1.152 -0.226 0.014
O 10.4888 3.2036 3.0202 2.106 -0.037 -0.409
H 7.3436 3.3273 1.9542 -0.066 0.002 -0.135
H 8.5782 2.3177 1.1814 -0.083 -0.083 -0.015
H 8.7240 4.0449 1.0918 0.158 0.241 0.515
H 8.8162 3.8772 3.8064 -0.299 0.033 0.037
H 8.3123 0.9661 3.2048 0.942 -0.144 -1.063
H 8.2410 1.7373 4.6135 0.765 0.410 0.806
```
Forces are in eV/Å.

For the energy, the calculation gives -76582.131 eV. The spin multiplicity is 1. As for the total charge: +1.

Record 2
The following is a quantum chemistry calculation of the molecule C22H33FN4O2, from the Open Molecules 2025 dataset.

```
62
Properties=species:S:1:pos:R:3:forces:R:3
O 1.6070 2.5084 2.3292 0.329 0.046 -0.078
C 0.4185 2.7829 2.3253 -0.026 0.289 0.403
C -0.0284 4.2357 2.4048 0.120 0.049 -0.321
C -0.4833 4.8251 1.0510 -0.164 -0.290 0.223
N 0.3602 4.5762 -0.0921 0.043 0.085 -0.618
C 1.7778 4.8587 0.0991 0.220 -0.115 -0.192
C 2.4870 4.6820 -1.2430 -0.001 -0.126 0.171
C 2.2610 3.2530 -1.7310 -0.321 0.161 0.075
C 0.7566 2.9880 -1.7400 0.290 0.003 -0.394
O 0.2021 3.1867 -0.4621 -0.066 0.302 0.657
N -0.5274 1.8166 2.3292 -0.165 -0.313 0.183
C -1.9533 1.9829 2.1872 -0.282 0.232 -0.262
C -2.3975 1.5346 0.7929 -0.121 -0.088 0.211
C -1.9849 0.0848 0.5501 0.239 0.231 -0.225
C -0.4641 -0.0474 0.7450 -0.161 0.041 0.321
N 0.1319 -1.3441 0.5171 0.124 -0.035 -0.048
C -0.4689 -2.5151 1.1133 -0.193 -0.171 -0.040
C -1.4793 -3.2400 0.1973 0.117 0.109 0.371
N -0.8712 -3.5501 -1.0816 -0.310 0.401 -0.080
C -0.2543 -4.7710 -1.2874 0.186 -0.464 -0.189
C -0.8778 -5.9484 -0.8471 0.058 0.136 0.034
C -0.3292 -7.1899 -1.0874 0.281 -0.129 -0.097
C 0.8581 -7.2788 -1.7904 0.025 0.125 -0.033
F 1.4016 -8.4972 -2.0299 -0.043 0.082 0.017
C 1.4950 -6.1458 -2.2553 -0.059 -0.465 0.048
C 0.9438 -4.9047 -2.0012 -0.185 0.201 0.136
C -0.3691 -2.3408 -1.7002 0.280 0.125 0.015
C 0.6590 -1.6396 -0.7960 -0.125 -0.108 -0.211
C -0.1141 0.4393 2.1641 0.441 -0.113 -0.290
H -0.8306 4.3586 3.1329 -0.011 0.045 0.023
H 0.8385 4.7963 2.7599 -0.067 -0.137 0.049
H -1.4717 4.4455 0.7830 0.005 0.115 0.020
H -0.5507 5.9128 1.1497 -0.051 -0.098 -0.011
H 1.8536 5.8928 0.4418 -0.039 0.001 0.034
H 2.2316 4.1923 0.8426 -0.058 0.092 0.027
H 3.5516 4.8873 -1.1279 0.023 0.046 -0.016
H 2.0702 5.3862 -1.9666 0.037 0.056 -0.006
H 2.6715 3.1055 -2.7301 0.026 -0.046 -0.034
H 2.7396 2.5538 -1.0422 0.033 -0.072 -0.031
H 0.5302 1.9484 -1.9917 -0.011 0.046 -0.005
H 0.2631 3.6505 -2.4655 0.000 -0.070 0.065
H -2.2446 3.0158 2.3653 0.021 -0.024 0.066
H -2.4424 1.3557 2.9447 -0.020 0.110 -0.017
H -3.4801 1.6426 0.7004 -0.027 0.037 -0.014
H -1.9151 2.1714 0.0499 -0.068 0.053 0.002
H -2.2670 -0.2069 -0.4633 -0.043 -0.092 0.016
H -2.5086 -0.5654 1.2553 -0.037 -0.114 0.015
H 0.0228 0.6518 0.0576 0.010 -0.020 0.040
H -0.9498 -2.2425 2.0521 0.005 -0.035 0.092
H 0.3415 -3.2211 1.3378 -0.103 -0.050 0.077
H -1.8113 -4.1491 0.6943 -0.059 0.032 -0.031
H -2.3528 -2.6074 0.0120 -0.006 -0.042 0.082
H -1.8216 -5.8971 -0.3276 -0.086 0.023 0.017
H -0.8189 -8.0877 -0.7445 -0.041 -0.101 0.020
H 2.4204 -6.2361 -2.8022 0.090 -0.033 -0.051
H 1.4715 -4.0361 -2.3599 0.027 0.102 -0.001
H 0.0535 -2.5687 -2.6781 -0.039 0.013 -0.028
H -1.2286 -1.6783 -1.8548 0.075 0.011 -0.051
H 1.0115 -0.7184 -1.2618 0.060 0.021 0.000
H 1.5185 -2.3077 -0.6594 0.030 0.028 -0.129
H 0.9641 0.3847 2.3151 -0.184 -0.059 -0.007
H -0.6166 -0.1721 2.9204 -0.024 -0.040 0.002
```
Forces are in eV/Å.

For the energy, the calculation gives -36121.204 eV. The spin multiplicity is 1.

Record 3
The following is a quantum chemistry calculation of a cluster of 11 separate species, C22H33N11 in total, from the Open Molecules 2025 dataset.

```
66
Properties=species:S:1:pos:R:3:forces:R:3
C 1.3178 -0.0376 -0.6466 -1.655 -0.872 -0.886
C -0.0658 -0.5201 -0.9468 -0.224 -0.787 0.353
N -1.1427 -0.9034 -1.1171 0.917 0.439 0.025
H 1.1399 1.0359 -0.7098 1.077 0.104 0.450
H 1.9676 -0.4410 -1.4232 0.051 0.471 -0.141
H 1.6648 -0.4905 0.2822 -0.187 0.637 0.201
C -5.6153 0.2130 3.4192 0.049 -0.310 -0.031
C -6.4150 0.0850 4.6482 0.715 0.264 -0.765
N -7.0705 -0.0670 5.5723 -0.270 -0.012 0.419
H -6.1989 -0.2401 2.6178 0.086 0.159 -0.120
H -4.6741 -0.3327 3.4861 -0.136 -0.178 0.255
H -5.3282 1.2293 3.1496 -0.439 0.080 0.238
C 7.4649 -0.1381 4.8723 -0.283 0.443 -0.446
C 8.2410 0.8377 4.0769 -0.770 -1.534 1.340
N 8.8204 1.5918 3.4556 0.721 0.980 -0.813
H 7.7335 -1.1712 4.6516 0.173 0.183 -0.042
H 6.4272 0.0087 4.5726 -0.091 -0.167 0.092
H 7.5217 0.0439 5.9454 0.246 0.091 -0.146
C 8.0693 5.2362 -1.8489 -0.243 0.575 -0.573
C 6.6239 5.5348 -1.7463 -2.556 0.324 0.825
N 5.4726 5.7304 -1.6023 3.309 -0.521 -0.566
H 8.2393 4.1598 -1.8740 0.015 0.152 0.167
H 8.6719 5.7440 -1.0959 -0.385 -0.309 0.417
H 8.4462 5.6803 -2.7702 -0.145 -0.237 -0.270
C 1.4399 3.9852 -6.0921 1.185 0.822 -0.823
C 0.0778 4.1773 -6.4791 -0.103 -0.923 0.996
N -1.0098 4.2378 -6.8042 -1.330 0.333 -0.480
H 1.8056 4.9633 -5.7796 0.303 -0.138 0.202
H 1.8967 3.7764 -7.0595 0.635 -0.143 0.145
H 1.7364 3.2154 -5.3795 -0.691 0.054 -0.026
C 0.5530 2.0083 5.4965 0.592 -0.353 -0.017
C -0.0425 1.2770 6.5903 -0.153 0.646 -0.554
N -0.6486 0.7387 7.3877 -0.464 -0.755 1.081
H 0.0696 1.6570 4.5849 0.063 0.388 -0.098
H 1.6056 1.7272 5.4627 0.063 0.205 -0.214
H 0.4673 3.0826 5.6597 -0.102 -0.122 -0.207
C -7.5041 -1.3701 -3.4387 0.167 -0.096 -0.089
C -7.4367 -2.8451 -3.2714 -0.161 4.577 -0.748
N -7.5136 -3.9577 -3.1578 -0.007 -3.570 0.423
H -6.6224 -0.9290 -3.9038 0.317 -0.407 0.280
H -7.6606 -0.8936 -2.4709 0.006 -0.076 -0.065
H -8.2986 -1.0618 -4.1182 -0.309 -0.425 0.205
C -3.7103 -6.1263 1.4946 0.576 -0.865 0.059
C -2.5395 -6.5179 2.3530 -2.725 0.679 -1.744
N -1.6699 -6.8592 2.9948 1.425 -0.439 1.016
H -4.4206 -5.4770 2.0064 0.491 0.341 -0.137
H -4.3038 -6.9871 1.1867 0.205 -0.435 0.484
H -3.3478 -5.7874 0.5241 0.035 0.720 0.320
C -2.4539 -3.0871 -7.2024 0.853 0.073 -0.701
C -1.2625 -3.9544 -7.2852 4.032 -3.794 -0.504
N -0.3036 -4.6667 -7.4349 -4.717 3.619 0.817
H -2.1538 -2.1993 -6.6456 -0.387 -0.009 0.087
H -3.3769 -3.5416 -6.8427 0.428 -0.190 0.293
H -2.6237 -2.8066 -8.2419 -0.207 0.301 0.017
C -3.5567 7.1860 -1.4741 -0.104 -0.160 0.580
C -2.9996 6.1157 -0.6071 2.108 -2.823 1.120
N -2.4620 5.2529 0.0059 -2.173 3.262 -2.117
H -4.1382 7.8313 -0.8156 -0.011 0.192 -0.212
H -4.2079 6.8227 -2.2691 -0.011 -0.378 0.278
H -2.7839 7.7675 -1.9768 0.200 -0.108 0.353
C 4.6736 -6.9486 5.0076 0.595 0.814 -0.154
C 4.6077 -5.9866 3.8539 -0.125 -2.362 2.852
N 4.5840 -5.1420 3.1025 -0.030 1.480 -1.657
H 5.0082 -6.3875 5.8802 -0.111 0.323 -0.036
H 5.4809 -7.6696 4.8791 -0.358 -0.222 -0.393
H 3.7336 -7.4096 5.3111 0.024 -0.010 -0.613
```
Forces are in eV/Å.

For the energy, the calculation gives -39734.693 eV. The spin multiplicity is 1.

Record 4
The following is a quantum chemistry calculation of a cluster of 2 separate species, C22H33N2O2 in total, from the Open Molecules 2025 dataset.

```
59
Properties=species:S:1:pos:R:3:forces:R:3
C 4.2431 1.5633 1.4772 0.185 -0.038 0.158
O 3.5905 0.4239 2.0732 -0.530 -0.044 -0.394
C 2.4982 0.0150 1.4055 -0.038 0.635 -0.822
O 2.1145 0.5823 0.3932 0.220 -0.494 0.769
C 1.8634 -1.1921 2.0620 -0.306 -0.059 0.459
C 2.8009 -2.4179 2.0216 0.501 0.237 0.232
C 1.9325 -3.6213 1.6630 -0.132 -0.359 -0.194
C 0.5087 -3.0957 1.4927 -0.204 -0.125 0.472
N 0.6141 -1.6338 1.4658 1.087 -0.061 -0.558
C -0.5712 -0.9294 1.6982 -1.229 1.144 -0.476
C -0.9290 0.2064 1.0200 0.722 -2.080 1.454
C -2.2999 0.7776 1.1161 -0.517 0.490 0.701
C -3.2667 0.0150 2.0311 0.022 -0.137 0.017
C -2.5372 -0.5684 3.2297 0.068 0.044 -0.181
C -1.4917 -1.5570 2.7359 -0.505 0.003 -0.072
H 5.0684 1.7867 2.1524 -0.092 0.047 -0.162
H 4.6145 1.3077 0.4788 -0.087 0.070 0.234
H 3.5531 2.4117 1.4075 0.162 -0.225 0.041
H 1.7238 -0.9062 3.1240 -0.005 0.022 -0.230
H 3.6121 -2.2923 1.2890 -0.231 0.064 0.331
H 3.2383 -2.5066 3.0239 0.151 -0.145 -0.439
H 2.2752 -4.1009 0.7413 0.054 0.055 0.231
H 1.9391 -4.3662 2.4673 0.139 0.079 -0.315
H -0.0005 -3.4720 0.5932 0.201 0.187 0.148
H -0.0726 -3.4518 2.3577 0.015 0.163 -0.254
H -0.1484 0.6882 0.4359 -0.152 -0.369 0.106
H -2.2249 1.8041 1.5079 -0.147 0.079 -0.145
H -2.7877 0.8206 0.1301 0.231 0.082 0.115
H -4.0637 0.6832 2.3702 0.007 -0.083 -0.220
H -3.7189 -0.7956 1.4467 -0.060 0.047 0.180
H -2.0306 0.2434 3.7654 -0.085 -0.071 0.072
H -3.2283 -1.0562 3.9239 0.064 0.097 -0.098
H -2.0038 -2.4359 2.2997 0.188 0.260 0.243
H -0.9224 -1.9144 3.6075 0.126 0.022 -0.389
C -0.5114 4.4161 -0.5711 0.122 0.267 0.600
N -0.1086 3.1993 -1.2820 -1.104 -1.810 0.264
C 0.7376 3.3354 -2.4646 0.765 0.167 -0.261
C -0.7528 2.0806 -0.9953 -0.294 2.972 -1.739
C -0.7803 0.9597 -1.9100 0.309 -1.013 -0.266
C 0.3781 0.2307 -2.2416 -0.366 0.176 -0.074
C 0.2873 -0.7951 -3.1713 -0.232 0.209 0.278
C -0.9464 -1.1192 -3.7574 0.139 0.281 -0.023
C -1.0128 -2.2238 -4.7634 -0.178 -0.289 -0.174
C -2.0923 -0.3915 -3.4116 -0.101 -0.222 -0.169
C -2.0245 0.6232 -2.4787 0.451 0.563 0.650
H 0.2535 5.1840 -0.7178 -0.262 -0.160 0.147
H -1.4884 4.7788 -0.9286 0.428 -0.147 -0.056
H -0.5963 4.1750 0.4961 0.051 0.218 -0.279
H 1.0647 4.3799 -2.4880 0.006 -0.348 -0.200
H 1.6194 2.6842 -2.3807 -0.336 0.304 -0.039
H 0.1996 3.0844 -3.3964 0.056 0.062 0.564
H -1.5640 2.2707 -0.2870 0.507 -0.481 -0.006
H 1.3075 0.4495 -1.7169 -0.186 -0.124 -0.212
H 1.1817 -1.3599 -3.4318 -0.236 0.066 0.041
H -2.0287 -2.3407 -5.1486 0.160 -0.001 -0.009
H -0.3387 -2.0390 -5.6070 -0.108 0.008 0.143
H -0.7163 -3.1768 -4.3132 -0.008 0.114 -0.045
H -3.0594 -0.6239 -3.8694 0.429 -0.009 0.131
H -2.9013 1.2027 -2.1710 0.166 -0.340 -0.277
```
Forces are in eV/Å.

For the energy, the calculation gives -30417.499 eV. The spin multiplicity is 1. As for the total charge: +1.

no.,LUMO (hartree)
1,-0.30317
2,0.02595
3,0.00203
4,-0.13984